DFT (the ωB97M-V functional and the def2-TZVPD basis) results for a 2-piece molecular cluster, C4H10OSi overall in a non-equilibrium geometry.

As for the structure (SMILES): C=[Si](C)C.C=O. Its charge is 0. The HOMO energy is -7.73 eV. For the HOMO-LUMO gap, the calculation gives 8.5 eV.

Geometry as XYZ:
```
16
Properties=species:S:1:pos:R:3:forces:R:3
C -3.567 -0.004 1.008 -1.7020 -0.5022 0.2394
C 1.409 1.633 0.165 2.1048 -1.7134 -0.1761
C 1.038 -0.407 -1.897 2.3791 0.2790 -0.0808
C 0.843 -1.570 1.077 0.7217 1.1125 -1.0883
O -2.495 0.431 1.270 0.8600 0.5666 -0.4577
Si 0.966 -0.197 -0.014 0.0887 -1.2800 -0.6114
H -4.113 -0.613 1.745 -0.0097 -0.2592 0.1688
H 2.524 1.691 -0.091 -1.1145 -0.3526 0.9357
H 1.072 2.337 -0.538 -1.3765 0.5825 -0.9476
H 1.197 1.930 1.147 0.1073 0.8750 1.4241
H 1.411 0.612 -2.278 -0.6790 -1.5873 0.2402
H 1.812 -1.189 -2.189 -0.6815 0.9922 0.4608
H 0.172 -0.732 -2.418 -1.0429 0.0690 -0.3298
H -4.195 0.164 0.091 0.8846 0.2337 0.0374
H 0.974 -2.624 0.787 -0.3785 0.6799 -0.3500
H 0.949 -1.463 2.136 -0.1617 0.3042 0.5352
```
Positions in Å, forces in eV/Å.

***

DFT (the ωB97M-V functional and the def2-TZVPD basis) results for one molecule with the formula C5H5NO2 in a non-equilibrium geometry.

As for the structure (SMILES): Oc1ccnc(O)c1. Its charge is 0. The HOMO energy is -9.14 eV. For the HOMO-LUMO gap, the calculation gives 9.5 eV.

Geometry as XYZ:
```
13
Properties=species:S:1:pos:R:3:forces:R:3
C -1.078 -0.106 -0.231 -1.8278 -0.4929 1.0080
C -0.900 -0.736 0.969 -1.9397 -2.2776 2.3554
C 0.355 -0.803 1.569 -1.4696 -0.4876 2.1875
C 1.219 0.405 -0.159 2.0216 -2.8534 0.7348
C -0.010 0.480 -0.765 2.3137 1.3179 -0.6942
H -2.076 0.197 -1.939 -0.7522 -0.4496 4.3653
H -1.654 -1.356 1.540 0.3100 1.2319 -1.0860
H 0.431 -1.172 2.693 0.0012 0.3090 -2.6384
H 2.382 1.739 -1.319 -0.0322 -4.9763 2.3608
H -0.239 0.955 -1.675 0.6274 0.9316 -1.1908
N 1.410 -0.354 0.995 1.8410 3.0051 -2.2651
O -2.270 0.067 -0.867 0.2293 -0.3276 -3.7190
O 2.429 0.683 -0.812 -1.3228 5.0695 -1.4181
```
Positions in Å, forces in eV/Å.

***

DFT (the ωB97M-V functional and the def2-TZVPD basis) results for C3H4N3 as an isolated structure in a non-equilibrium geometry.

Its charge is +1. The HOMO energy is -17.28 eV. For the HOMO-LUMO gap, the calculation gives 9.7 eV.

Geometry as XYZ:
```
10
Properties=species:S:1:pos:R:3:forces:R:3
C 0.404 1.382 1.169 1.0620 1.4895 -2.1204
C -0.264 0.260 -0.134 -1.4483 -0.6713 -0.0938
C 0.283 -0.954 -0.804 -1.6381 1.6763 -0.4420
N -0.391 0.787 2.101 0.3373 0.2578 2.4511
N -0.778 -0.048 1.292 -1.7135 -1.2994 -1.2890
N 0.651 1.407 -0.019 0.8210 0.9050 1.1563
H -1.134 0.654 -0.729 0.3631 -0.2335 0.9996
H 1.230 -1.198 -0.542 3.0176 -0.6148 1.1979
H 0.351 -0.504 -1.779 -0.2052 -1.2022 -1.1537
H -0.352 -1.786 -0.556 -0.5959 -0.3074 -0.7059
```
Positions in Å, forces in eV/Å.

***

DFT (the ωB97M-V functional and the def2-TZVPD basis) results for C49H72AsClCsN12O5S5 as an isolated structure in a non-equilibrium geometry.

Its charge is -2. Its multiplicity is 2. The HOMO energy (alpha / beta) is -0.90 / -2.75 eV. For the HOMO-LUMO gap (alpha / beta), the calculation gives 4.0 / 5.9 eV.

Geometry as XYZ:
```
146
Properties=species:S:1:pos:R:3:forces:R:3
Cs -1.307 0.416 -0.418 0.1063 1.1112 -0.3615
N 2.050 1.063 -2.679 0.1438 0.0832 0.0078
C 1.168 1.838 -3.395 -0.1637 -0.0924 0.3506
N -0.061 2.034 -3.025 0.3440 -0.1078 -0.0369
C -0.727 2.800 -3.947 0.1123 0.0669 -0.2986
C 0.004 3.204 -5.021 -0.0851 -0.0973 0.2066
S 1.607 2.578 -4.894 0.0174 0.0779 -0.1524
C -2.145 3.084 -3.726 -0.1710 0.1068 -0.3184
C -3.031 3.447 -4.692 0.0941 -0.0434 0.2264
S -4.597 3.655 -3.986 0.0364 0.0485 -0.1739
C -3.921 3.227 -2.445 0.0475 -0.1336 0.2691
N -2.649 2.957 -2.459 -0.1192 0.0149 0.1129
N -4.666 3.216 -1.311 -0.1767 0.0095 0.0322
H 1.813 1.055 -1.691 0.0082 -0.0541 -0.0145
H 3.014 1.353 -2.775 -0.0228 -0.0158 -0.0005
H -0.302 3.830 -5.839 -0.0010 0.0404 -0.0655
H -2.860 3.550 -5.748 -0.0261 0.0056 -0.0615
H -5.662 3.070 -1.403 0.0222 -0.0160 -0.0247
H -4.266 2.652 -0.567 0.0309 0.0569 0.0133
O -0.743 1.079 1.962 0.4607 0.7082 1.3625
N -0.872 0.132 2.841 -0.3360 0.0081 -0.1092
C -2.075 -0.502 2.893 -0.0171 -0.3264 0.2414
C -2.290 -1.557 3.742 -0.0639 0.0075 0.0054
C -1.252 -1.969 4.583 -0.2486 0.0349 -0.1252
C -0.059 -1.300 4.530 0.0964 -0.0624 0.0887
C 0.172 -0.225 3.653 0.2699 -0.0421 0.1657
S 1.666 0.593 3.582 0.0762 -0.0619 0.0570
H -2.835 -0.138 2.207 0.1625 0.0976 0.0794
H -3.248 -2.053 3.713 -0.0019 -0.0443 0.0151
H -1.384 -2.801 5.262 -0.0262 -0.0244 0.0048
H 0.771 -1.579 5.165 -0.0125 0.0022 -0.0166
N -9.224 3.242 1.761 0.0994 -0.0334 0.0946
C -8.886 2.379 0.700 -0.0519 0.0749 0.0565
S -10.069 2.081 -0.475 -0.1308 -0.0289 -0.1440
C -7.573 1.861 0.687 -0.0088 -0.0282 -0.0588
C -7.127 0.924 -0.289 0.0263 -0.0693 -0.0591
C -5.843 0.443 -0.259 -0.1168 0.0027 -0.1319
N -4.906 0.802 0.643 0.2505 -0.2006 0.1238
C -5.325 1.667 1.578 0.0453 0.1351 0.1040
C -6.584 2.216 1.647 0.0768 0.0624 0.1047
H -10.224 3.370 1.801 -0.0068 -0.0041 -0.0022
H -8.844 2.958 2.656 -0.0269 0.0343 -0.0250
H -7.817 0.595 -1.053 -0.0196 0.0020 0.0036
H -5.516 -0.257 -1.023 0.0219 -0.0130 0.0207
H -4.579 1.967 2.310 -0.0002 -0.0496 -0.0152
H -6.774 2.949 2.420 -0.0393 -0.0128 -0.0225
C -1.132 3.446 4.187 0.0518 0.0458 0.1167
C -2.441 3.782 3.485 -0.1493 0.1080 -0.0586
As -2.312 3.833 1.500 -0.2446 -0.0188 -0.0163
C -0.557 4.692 1.296 0.0177 -0.0459 -0.0162
C -0.385 6.074 1.906 0.0003 0.0447 0.0028
C -3.468 5.409 1.078 0.0618 -0.0445 -0.1388
C -3.950 6.317 2.197 0.0191 0.0591 0.0905
H -1.313 3.071 5.198 0.0002 0.0190 0.0122
H -0.501 4.333 4.282 0.0394 -0.0025 -0.0129
H -0.565 2.688 3.653 0.0435 -0.1330 -0.0493
H -2.849 4.723 3.863 0.0296 -0.0775 -0.0188
H -3.183 3.010 3.704 0.0197 0.0255 -0.0289
H -0.370 4.719 0.218 0.0219 0.0033 0.0243
H 0.153 3.969 1.702 -0.0057 0.0454 0.0189
H -1.029 6.806 1.414 -0.0181 -0.0019 0.0091
H 0.644 6.427 1.797 0.0621 0.0164 -0.0005
H -0.635 6.084 2.969 0.0177 0.0010 0.0129
H -4.319 5.002 0.531 0.0048 0.0116 0.0457
H -2.895 5.988 0.344 -0.0241 -0.0415 -0.0003
H -4.588 5.783 2.903 -0.0041 -0.0247 -0.0039
H -4.541 7.146 1.797 -0.0047 0.0015 -0.0101
H -3.121 6.745 2.764 -0.0013 0.0104 0.0121
C -1.718 -4.121 -0.533 0.0463 -0.0059 -0.0116
C -3.195 -4.002 -0.962 -0.0243 0.0060 -0.0194
C -3.845 -3.320 0.238 -0.1104 0.0576 -0.0036
O -3.085 -3.744 1.362 -0.0056 -0.0873 0.0730
C -1.729 -3.665 0.931 -0.0141 0.0602 0.1289
H -1.093 -3.475 -1.150 0.0244 -0.0088 0.0008
H -1.362 -5.149 -0.623 -0.0034 -0.0083 0.0118
H -3.640 -4.986 -1.126 0.0034 -0.0058 0.0148
H -3.298 -3.405 -1.865 -0.0142 0.0164 -0.0188
H -4.884 -3.605 0.413 0.0307 0.0197 -0.0279
H -3.792 -2.227 0.140 0.0131 -0.0305 -0.0168
H -1.129 -4.275 1.608 0.0097 0.0309 -0.0676
H -1.392 -2.624 1.022 0.0795 -0.0172 -0.0385
C 3.548 6.396 0.768 -0.0243 0.0583 -0.0123
N 3.056 5.200 1.385 0.0146 0.0248 0.1496
C 3.167 5.001 2.817 -0.0169 0.0209 0.0784
C 2.620 3.580 3.006 0.0481 0.0620 0.1906
N 2.663 3.057 1.652 0.0466 0.1026 -0.1501
C 2.835 4.027 0.740 -0.1034 -0.1802 -0.1671
S 2.771 3.848 -0.921 0.0355 -0.0433 -0.1219
H 3.004 7.264 1.150 0.0167 -0.0077 -0.0020
H 3.395 6.318 -0.306 0.0040 0.0011 0.0174
H 4.617 6.535 0.973 0.0017 0.0034 -0.0084
H 2.580 5.749 3.356 0.0299 -0.0219 0.0119
H 4.214 5.092 3.138 -0.0249 -0.0221 -0.0317
H 1.599 3.570 3.390 0.0556 0.0098 0.0029
H 3.232 2.977 3.676 -0.0695 0.0521 -0.0021
H 2.233 2.166 1.430 0.0181 0.0105 0.0703
C -1.609 -0.850 -4.459 0.0014 -0.0326 0.0741
C -1.331 -1.474 -3.084 -0.1902 0.0085 -0.3664
O -2.111 -1.191 -2.145 -0.7771 -1.1095 -1.1699
O -0.315 -2.197 -2.982 0.2834 -0.1588 -0.1633
H -2.614 -0.435 -4.514 -0.0240 0.0010 0.0345
H -1.457 -1.586 -5.247 0.0011 -0.0547 -0.0011
H -0.892 -0.043 -4.625 0.0321 0.0230 0.0218
C 3.555 -3.068 -3.814 -0.0172 0.0494 -0.0559
C 4.187 -3.901 -2.694 0.0110 -0.0484 0.0535
C 4.867 -2.970 -1.684 0.0219 0.0226 0.0290
C 5.299 -4.744 -3.337 -0.0376 -0.0160 -0.0182
C 3.096 -4.812 -2.028 -0.0774 0.0390 0.0330
O 2.687 -5.824 -2.959 -0.0328 -0.0326 -0.0056
C 3.507 -5.470 -0.696 -0.1156 0.0696 0.0030
C 4.590 -6.564 -0.699 -0.0242 -0.0951 -0.0267
C 5.890 -6.185 -0.036 0.0609 0.0758 0.1292
C 7.110 -6.493 -0.626 0.1343 -0.0022 0.0738
C 8.315 -6.169 -0.015 -0.0807 0.0424 0.0821
C 8.295 -5.527 1.212 0.0298 -0.1002 -0.1913
Cl 9.797 -5.110 1.988 0.0787 0.0110 0.0224
C 7.100 -5.210 1.830 -0.1436 -0.0428 -0.0736
C 5.907 -5.543 1.203 0.0550 0.0088 -0.0409
C 1.754 -4.077 -1.789 0.0531 -0.1222 -0.0722
N 1.807 -2.985 -0.850 0.0082 0.2080 0.1996
C 1.701 -1.673 -1.086 -0.0795 -0.1045 -0.0114
N 1.754 -0.994 0.043 0.0432 0.1869 -0.2772
C 1.889 -1.970 0.975 0.0253 0.1071 0.1341
N 1.925 -3.188 0.484 -0.0025 -0.2340 0.1295
H 4.345 -2.600 -4.404 0.0174 0.0229 -0.0170
H 2.915 -2.271 -3.443 -0.0097 -0.0001 0.0272
H 2.958 -3.692 -4.479 0.0013 -0.0367 -0.0204
H 5.568 -2.322 -2.215 0.0164 0.0269 -0.0246
H 5.442 -3.530 -0.944 0.0206 -0.0213 0.0135
H 4.168 -2.328 -1.152 -0.0291 0.0105 0.0129
H 5.976 -4.079 -3.877 0.0174 0.0346 -0.0052
H 4.905 -5.457 -4.062 -0.0157 -0.0143 -0.0364
H 5.902 -5.271 -2.601 0.0036 -0.0326 0.0474
H 3.367 -6.502 -2.985 0.0159 -0.0047 -0.0263
H 2.590 -5.894 -0.286 -0.0004 -0.0099 -0.0374
H 3.775 -4.680 0.000 0.0003 -0.0005 0.0147
H 4.818 -6.933 -1.703 -0.0306 0.0186 -0.0012
H 4.192 -7.433 -0.165 0.0255 0.0229 -0.0053
H 7.121 -6.994 -1.587 0.0321 -0.0046 -0.0172
H 9.259 -6.405 -0.486 0.0196 -0.0060 -0.0105
H 7.102 -4.703 2.784 -0.0226 0.0158 0.0285
H 4.975 -5.283 1.687 -0.0391 0.0054 0.0135
H 1.035 -4.805 -1.412 0.0753 -0.0096 -0.0209
H 1.343 -3.678 -2.712 0.0091 -0.0235 -0.0147
H 1.548 -1.271 -2.069 -0.0295 -0.0091 -0.0870
H 1.958 -1.752 2.029 0.0047 -0.0129 0.0506
```
Positions in Å, forces in eV/Å.

***

DFT (the ωB97M-V functional and the def2-TZVPD basis) results for a 2-piece molecular cluster, C5H14S overall in a non-equilibrium geometry.

As for the structure (SMILES): CCC.CSC. Its charge is 0. The HOMO energy is -8.47 eV. For the HOMO-LUMO gap, the calculation gives 9.5 eV.

Geometry as XYZ:
```
20
Properties=species:S:1:pos:R:3:forces:R:3
C 0.187 2.628 -1.063 -0.6797 2.2491 2.6251
C -0.532 3.180 -2.298 2.8621 2.3749 -1.3565
C -0.781 1.970 -0.014 0.3803 0.8712 0.9815
H 1.012 1.966 -1.338 -0.1069 0.1189 0.2362
H 0.571 3.558 -0.433 -0.0320 -1.8693 -1.5986
H 0.112 2.992 -3.237 -0.7059 0.5824 1.3737
H -1.251 1.111 -0.507 -0.0660 0.0837 0.8057
H -0.278 1.778 1.007 -0.3629 -0.5222 -1.8889
H -1.566 2.679 0.372 0.4546 -0.4444 -1.0891
H -1.418 2.730 -2.572 -2.1829 -1.1571 -0.0392
H -0.721 4.330 -2.251 0.3266 -2.0621 0.0047
C 0.328 -1.152 -0.443 0.4973 0.5880 1.2049
C 1.229 -2.736 1.820 0.3491 -1.5148 -0.5190
S -0.311 -2.053 1.067 0.8036 0.0910 -0.7200
H 0.968 -1.874 -1.033 -1.1733 0.9747 0.2268
H -0.612 -0.691 -0.896 1.5907 -1.0553 0.1125
H 0.992 -0.289 -0.078 -0.9585 -1.2057 -0.6594
H 0.919 -3.782 2.232 0.6635 2.0318 -0.4355
H 1.582 -2.041 2.612 -0.0739 -0.7417 -0.5202
H 2.074 -2.956 1.046 -1.5856 0.6070 1.2553
```
Positions in Å, forces in eV/Å.